1 | ORCA calculation (ωB97M-V with the def2-TZVPD basis set) on a cluster of 2 separate species, C6H16N in total.

Summary:
**HOMO-LUMO gap**: 8.8731 eV
**LUMO energy**: -0.1999 hartree

Structure (ORCA input):
```
! wB97M-V def2-TZVPD RIJCOSX def2/J DEFGRID3
* xyz 1 1
C 1.7122 0.0418 -2.7061
C 0.2882 -0.2251 -2.1159
C -0.0249 -1.7512 -2.0382
C 0.0418 0.3998 -0.7329
H 2.0484 1.0701 -2.7205
H 2.4749 -0.5182 -2.2344
H 1.7159 -0.2711 -3.7909
H -0.3873 0.3143 -2.8307
H -1.0734 -1.9496 -1.7992
H 0.5880 -2.1714 -1.2077
H 0.2169 -2.2766 -2.9323
H 0.2137 1.4886 -0.7752
H -0.9058 0.1253 -0.3811
H 0.7216 0.0846 0.0221
C -0.8421 -0.0495 3.8030
C -0.9429 1.6713 1.9981
N -0.7496 0.4236 2.4009
H 0.1794 -0.3180 4.2225
H -1.5476 -0.9191 3.9184
H -1.2146 0.8102 4.4515
H -1.1806 2.4264 2.8226
H -0.8849 1.8610 0.9169
H -0.4472 -0.2672 1.7092
*
```

=====

2 | ORCA calculation (ωB97M-V with the def2-TZVPD basis set) on a cluster of 2 separate species, C6H16N in total.

Summary:
**HOMO-LUMO gap**: 10.0452 eV
**LUMO energy**: -0.1538 hartree

Structure (ORCA input):
```
! wB97M-V def2-TZVPD RIJCOSX def2/J DEFGRID3
* xyz 1 1
C 1.0631 -2.1015 1.2238
C 0.9182 -0.5994 1.1562
C 1.3188 0.1153 0.0322
C -0.4141 0.0157 0.4693
C -0.8675 1.3741 1.0968
C -2.0170 2.0203 0.3398
N 0.6920 -0.7497 -3.0593
H 0.3050 -2.5114 1.8764
H 2.0327 -2.3209 1.6849
H 1.0239 -2.5700 0.2498
H 1.0490 -0.1125 2.1022
H 1.5780 -0.3264 -0.9301
H 1.5570 1.1676 0.1331
H -0.6611 0.0154 -0.5951
H -1.1731 -0.7046 0.7917
H -0.0563 2.0885 1.1667
H -1.1534 1.1652 2.1345
H -1.6815 2.3525 -0.6394
H -2.8488 1.3558 0.1539
H -2.3752 2.8991 0.8755
H 0.1756 -0.0289 -3.5562
H 0.0736 -1.5514 -3.0349
H 1.4611 -0.9930 -3.6719
*
```

=====

3 | ORCA calculation (ωB97M-V with the def2-TZVPD basis set) on a cluster of 2 separate species, C6H16N in total.

Summary:
**HOMO-LUMO gap**: 9.4585 eV
**LUMO energy**: -0.1891 hartree

Structure (ORCA input):
```
! wB97M-V def2-TZVPD RIJCOSX def2/J DEFGRID3
* xyz 1 1
C -1.7412 2.3044 -0.4125
C 0.5547 2.8593 -1.0868
N -0.2606 2.1324 -0.4556
H -1.9972 3.0593 0.3230
H -2.1712 1.3385 -0.1789
H -2.0594 2.5933 -1.4116
H 0.2627 3.7736 -1.5920
H 1.6166 2.6748 -0.9442
H 0.0343 1.2404 -0.0510
C 0.3100 -2.8733 1.0145
C 0.6547 -1.6808 0.1237
C -0.5929 -1.1680 -0.5842
C 1.3877 -0.6149 0.9385
H 1.2054 -3.1944 1.5496
H -0.3844 -2.6221 1.8256
H -0.1479 -3.7007 0.4783
H 1.3638 -2.0625 -0.6151
H -0.4023 -0.4381 -1.3815
H -1.2756 -0.7391 0.1597
H -1.1359 -1.9490 -1.1157
H 2.3809 -0.8897 1.2871
H 1.5947 0.2720 0.3160
H 0.8031 -0.3151 1.8131
*
```

=====

What are the relative energies? In kcal/mol: 1 11.4; 2 22.4; 3 0.0.

=====

1 | ORCA calculation (ωB97M-V with the def2-TZVPD basis set) on a cluster of 6 separate species, C2H16N2O4 in total.

Summary:
**HOMO-LUMO gap**: 3.7513 eV
**LUMO energy**: -0.1724 hartree

Structure (ORCA input):
```
! wB97M-V def2-TZVPD RIJCOSX def2/J DEFGRID3
* xyz 0 1
C -2.5449 1.1373 -0.8722
C -2.7523 -0.2816 -0.5066
N -2.5832 -0.6544 0.9919
N -0.3714 1.2861 0.5405
H -1.9167 1.3846 -1.7198
H -3.4728 1.7005 -0.7621
H -3.7014 -0.7775 -0.7043
H -1.9098 -0.8179 -0.9412
H -3.4318 -0.2960 1.4485
H -1.9405 0.0412 1.3569
H -1.3065 1.3209 0.1135
H -0.1032 2.0736 1.1231
H 0.4265 1.1601 -0.0868
H 4.0189 -0.1394 0.8114
O 3.1440 0.2182 0.9857
H 0.4701 -1.4275 -0.3971
H 0.9669 -0.4397 -1.4886
O 0.5579 -1.3345 -1.3593
H 2.7211 0.4414 0.0791
H 2.5257 1.2945 -1.7929
O 1.9331 0.9419 -1.1258
H 0.5386 -0.9439 1.6550
H 2.0000 -0.9787 1.2298
O 1.1866 -1.5320 1.2516
*
```

=====

2 | ORCA calculation (ωB97M-V with the def2-TZVPD basis set) on a cluster of 5 separate species, C2H16N2O4 in total.

Summary:
**HOMO-LUMO gap**: 8.8403 eV
**SMILES string**: NCCN.O.O.O.O
**LUMO energy**: 0.0126 hartree

Structure (ORCA input):
```
! wB97M-V def2-TZVPD RIJCOSX def2/J DEFGRID3
* xyz 0 1
N -0.8814 -0.6927 -0.7605
C 0.3680 -1.4188 -0.9320
C 1.4019 -0.5040 -1.8652
N 0.7451 0.6456 -2.4820
H -0.9753 -0.1296 -1.6042
H -1.0310 -0.1047 0.0411
H 0.1228 -2.3528 -1.4888
H 0.8465 -1.4594 0.0713
H 2.1374 -0.1228 -1.1404
H 1.7446 -1.2200 -2.5814
H 0.9966 1.6336 -2.3384
H 0.5748 0.5801 -3.4749
O -0.2986 3.5832 -1.4521
H -0.5025 2.6631 -1.7470
H -0.3514 3.5230 -0.4936
O -0.9053 1.3631 2.2622
H 0.0980 1.1953 2.4071
H -1.3888 0.5593 2.4890
O 0.7897 -0.5496 2.8964
H 0.7852 0.1178 3.5849
H 0.9249 -1.4109 3.2962
O -1.8033 -1.7187 2.0272
H -2.4482 -2.3337 1.6769
H -0.9496 -1.8463 1.6082
*
```

=====

What are the relative energies? In kcal/mol: 1 115.0; 2 0.0.

=====

1 | ORCA calculation (ωB97M-V with the def2-TZVPD basis set) on a cluster of 2 separate species, CH2ClNOS2 in total.

Summary:
**HOMO-LUMO gap (alpha / beta)**: 5.1558 / 5.1568 eV
**LUMO energy (alpha / beta)**: -0.1398 / -0.1398 hartree

Structure (ORCA input):
```
! wB97M-V def2-TZVPD RIJCOSX def2/J DEFGRID3
* xyz 0 1
C 1.4043 -0.1653 0.2511
N 0.5160 -0.9080 0.7513
O 1.2697 0.9339 -0.4433
S -1.7427 -1.7571 -0.8035
S -1.1640 -0.6470 0.6395
Cl -3.0764 1.7723 -0.2050
H 2.4465 -0.4492 0.3801
H 0.3464 1.2203 -0.5702
*
```

=====

2 | ORCA calculation (ωB97M-V with the def2-TZVPD basis set) on a cluster of 2 separate species, CH2ClNOS2 in total.

Summary:
**HOMO-LUMO gap (alpha / beta)**: 7.0546 / 7.0687 eV
**SMILES string**: O=C(S)N=S.Cl
**LUMO energy (alpha / beta)**: -0.0844 / -0.0910 hartree

Structure (ORCA input):
```
! wB97M-V def2-TZVPD RIJCOSX def2/J DEFGRID3
* xyz 0 1
O 0.7868 -0.1801 -2.0556
C 1.2182 -0.5847 -1.0172
S 0.1688 -1.5895 -0.0207
N 2.4128 -0.2703 -0.5436
S 3.3530 -0.2495 0.6789
H -0.5521 -1.7632 -1.1583
Cl 0.6506 2.3751 -0.1186
H 1.8654 2.3448 -0.5596
*
```

=====

What are the relative energies? In kcal/mol: 1 10.7; 2 0.0.

=====

1 | ORCA calculation (ωB97M-V with the def2-TZVPD basis set) on a cluster of 4 separate species, C4H16O4 in total.

Summary:
**HOMO-LUMO gap**: 10.4094 eV
**SMILES string**: CCCCO.O.O.O
**LUMO energy**: 0.0113 hartree

Structure (ORCA input):
```
! wB97M-V def2-TZVPD RIJCOSX def2/J DEFGRID3
* xyz 0 1
C -0.0262 -3.3753 0.4183
C -0.2119 -2.9912 -1.0305
C -0.1732 -1.5536 -1.1388
C 0.3117 -1.1593 -2.5310
O -0.5627 -0.0774 -2.8910
H 0.8491 -2.7909 0.7612
H 0.2573 -4.4259 0.6356
H -0.7901 -3.1562 1.1485
H 0.6730 -3.4597 -1.5605
H -1.1239 -3.3383 -1.4392
H -1.1243 -1.0250 -0.7702
H 0.3594 -1.0607 -0.3452
H -0.0080 -2.0303 -3.2162
H 1.3032 -0.7883 -2.6158
H -0.9845 -0.3167 -3.8050
O -2.1911 2.5128 2.9820
H -2.6912 1.7437 2.6601
H -2.5518 3.2634 2.4529
O 2.6773 5.1731 3.0379
H 2.2899 5.0377 2.0700
H 2.6938 4.2844 3.2896
O 0.7175 3.1731 0.6719
H 0.1256 2.4563 0.8642
H 0.1812 3.9042 0.3510
*
```

=====

2 | ORCA calculation (ωB97M-V with the def2-TZVPD basis set) on a cluster of 4 separate species, C4H16O4 in total.

Summary:
**HOMO-LUMO gap**: 10.7176 eV
**SMILES string**: CO.CO.CO.CO
**LUMO energy**: 0.0246 hartree

Structure (ORCA input):
```
! wB97M-V def2-TZVPD RIJCOSX def2/J DEFGRID3
* xyz 0 1
C -2.9536 0.3152 0.3617
O -2.6795 -0.7575 1.2476
H -3.4990 1.0753 0.9101
H -2.0444 0.7006 -0.1042
H -3.5768 -0.0369 -0.4728
H -1.8969 -1.2201 0.9380
C 1.9918 0.0208 -0.5598
O 0.7639 0.2559 0.1160
H 2.8224 0.4191 0.0316
H 2.1881 -1.0508 -0.6801
H 1.9443 0.4816 -1.5403
H 0.6457 -0.3134 0.8879
C 1.6485 -1.1852 2.9630
O 0.3292 -1.3758 2.4404
H 1.7796 -0.2249 3.4619
H 1.9522 -2.0037 3.6196
H 2.3365 -1.2160 2.1159
H -0.2819 -1.1348 3.1432
C -0.2522 1.1358 -3.4912
O -0.4281 1.9281 -2.3395
H 0.7645 1.1922 -3.8964
H -0.4973 0.0806 -3.3158
H -0.9442 1.4777 -4.2614
H -0.1126 1.4360 -1.5755
*
```

=====

What are the relative energies? In kcal/mol: 1 3.2; 2 0.0.

=====

1 | ORCA calculation (ωB97M-V with the def2-TZVPD basis set) on a cluster of 4 separate species, C4H16O4 in total.

Summary:
**HOMO-LUMO gap**: 10.3762 eV
**SMILES string**: CO.CO.CO.CO
**LUMO energy**: 0.0222 hartree

Structure (ORCA input):
```
! wB97M-V def2-TZVPD RIJCOSX def2/J DEFGRID3
* xyz 0 1
C 2.3953 -2.0247 0.3199
O 2.0588 -1.0667 1.2673
H 3.0741 -2.8197 0.6286
H 1.5323 -2.5116 -0.1343
H 2.8612 -1.5730 -0.5559
H 1.3098 -0.5533 0.9558
C -1.7532 -0.6932 1.3918
O -0.7830 -0.1172 0.4784
H -1.9758 -1.7596 1.3560
H -1.3543 -0.3586 2.3494
H -2.7157 -0.1862 1.4605
H -1.1232 -0.2431 -0.4104
C -0.5890 -0.8301 -3.0213
O -1.7884 -0.8337 -2.3014
H 0.1607 -1.1005 -2.2777
H -0.4373 -1.4270 -3.9207
H -0.4099 0.2233 -3.2364
H -2.3729 -0.1517 -2.6404
C 0.5852 3.2619 1.4961
O -0.3941 2.6070 0.6523
H 1.0821 4.0132 0.8824
H 0.0632 3.8517 2.2496
H 1.2107 2.5622 2.0505
H -0.6367 1.7305 0.9598
*
```

=====

2 | ORCA calculation (ωB97M-V with the def2-TZVPD basis set) on a cluster of 4 separate species, C4H16O4 in total.

Summary:
**HOMO-LUMO gap**: 10.5976 eV
**SMILES string**: CO.CO.CO.CO
**LUMO energy**: 0.0218 hartree

Structure (ORCA input):
```
! wB97M-V def2-TZVPD RIJCOSX def2/J DEFGRID3
* xyz 0 1
C 0.0362 -0.7581 -1.8052
O 1.1782 -1.0372 -0.9942
H 0.2755 -0.9307 -2.8577
H -0.7398 -1.4462 -1.4835
H -0.2882 0.2729 -1.6569
H 1.9255 -0.5775 -1.3850
C -3.5802 -0.3067 -1.2588
O -3.0486 -0.6950 -0.0014
H -3.8133 -1.1993 -1.8416
H -4.5086 0.2639 -1.1428
H -2.8797 0.2978 -1.8414
H -2.3593 -0.0687 0.2380
C -1.4356 1.2536 1.9910
O -1.1022 1.4090 0.6068
H -0.8244 0.4767 2.4504
H -1.3072 2.1833 2.5495
H -2.4862 0.9734 2.1113
H -0.8096 2.3187 0.5239
C 4.0568 -0.4293 0.7043
O 4.6506 0.0971 1.8659
H 4.5991 -0.1544 -0.2113
H 3.9664 -1.5189 0.7481
H 3.0512 -0.0234 0.6120
H 5.4434 -0.4009 2.0786
*
```

=====

What are the relative energies? In kcal/mol: 1 4.8; 2 0.0.

=====

1 | ORCA calculation (ωB97M-V with the def2-TZVPD basis set) on a structure of composition C4H16O4.

Summary:
**HOMO-LUMO gap**: 9.1685 eV
**LUMO energy**: 0.0186 hartree

Structure (ORCA input):
```
! wB97M-V def2-TZVPD RIJCOSX def2/J DEFGRID3
* xyz 0 1
C -1.5167 2.0812 0.8720
O -0.9525 2.1268 2.1754
H -0.7615 1.9093 0.1051
H -2.2787 1.3667 0.5608
H -1.8778 3.0527 0.5347
H -1.5885 2.5884 2.7268
C 3.2106 -0.6754 -1.2189
O 2.6960 0.1239 -2.2206
H 3.9619 -1.3872 -1.5609
H 3.5783 -0.0658 -0.3935
H 2.3578 -1.1253 -0.7107
H 2.6318 -0.4357 -2.9979
C -0.0733 -0.4007 -1.3565
O -1.4022 0.0449 -1.0686
H 0.1115 -0.0871 -2.3840
H 0.5923 0.1041 -0.6563
H 0.1032 -1.4756 -1.3947
H -1.6631 -0.2820 -0.2045
C -0.8153 -1.3196 1.6967
O -1.7227 -1.0288 0.6088
H -1.2550 -2.2227 2.1201
H 0.1864 -1.3684 1.2696
H -0.9481 -0.5408 2.4476
H -2.5745 -0.9830 1.0493
*
```

=====

2 | ORCA calculation (ωB97M-V with the def2-TZVPD basis set) on a cluster of 5 separate species, C4H16O4 in total.

Summary:
**HOMO-LUMO gap**: 9.8097 eV
**SMILES string**: C/C=C/C.O.O.O.O
**LUMO energy**: 0.0002 hartree

Structure (ORCA input):
```
! wB97M-V def2-TZVPD RIJCOSX def2/J DEFGRID3
* xyz 0 1
C -1.3989 1.6720 -1.5813
C -1.2996 1.2805 -0.1139
C -2.2488 0.8282 0.6016
C -1.9276 0.2585 1.9691
H -1.0664 0.9764 -2.3562
H -2.5136 1.8133 -1.8828
H -0.9382 2.7380 -1.5856
H -0.2918 1.3788 0.1965
H -3.3498 0.8507 0.3374
H -1.0264 -0.3231 2.0264
H -2.2120 0.9875 2.7633
H -2.7583 -0.4347 2.1479
O 2.3716 1.9158 -0.8918
H 2.8676 1.1178 -0.5937
H 1.4659 1.8599 -0.6568
O 0.8126 -1.4331 -1.6241
H -0.1253 -1.3434 -1.4611
H 0.8062 -1.9603 -2.4508
O 0.0223 -2.5335 1.4807
H 0.1174 -3.4382 1.1485
H -0.2043 -1.9246 0.6956
O 2.5867 -0.9732 0.5170
H 1.7704 -0.8985 0.8968
H 2.3621 -1.4424 -0.3326
*
```

=====

What are the relative energies? In kcal/mol: 1 71.5; 2 0.0.